{
  "formula": "C13H22BrFIN2O3",
  "method": "ωB97M-V/def2-TZVPD",
  "elements": ["C", "C", "O", "N", "C", "C", "C", "C", "C", "C", "O", "C", "C", "N", "F", "C", "Br", "C", "C", "O", "I", "H", "H", "H", "H", "H", "H", "H", "H", "H", "H", "H", "H", "H", "H", "H", "H", "H", "H", "H", "H", "H", "H"],
  "coordinates": [[-0.939, 0.663, -3.270], [-1.609, -0.690, -3.787], [-2.632, -0.656, -4.516], [-1.055, -2.022, -3.473], [-0.050, -2.270, -4.579], [-0.266, -2.043, -2.208], [-1.101, -1.713, -0.884], [-0.032, -1.713, 0.343], [-0.676, -1.200, 1.713], [-0.704, 0.379, 1.924], [-1.291, 0.609, 3.241], [-1.367, 2.014, 3.561], [0.175, 2.509, 3.731], [0.746, 2.525, 2.348], [0.192, 3.529, 1.605], [0.665, 1.160, 1.649], [0.645, 1.629, -0.316], [2.015, 0.399, 2.034], [3.176, 0.907, 1.015], [3.766, 1.991, 1.130], [3.803, -0.402, -0.646], [-1.217, 1.549, -3.948], [0.200, 0.525, -3.190], [-1.364, 0.889, -2.237], [0.460, -3.285, -4.468], [-0.574, -2.253, -5.597], [0.761, -1.451, -4.615], [0.654, -1.349, -2.212], [0.122, -3.123, -2.091], [-1.724, -0.762, -0.929], [-1.822, -2.580, -0.651], [0.219, -2.828, 0.502], [0.958, -1.219, 0.060], [-0.145, -1.672, 2.622], [-1.766, -1.555, 1.721], [-1.477, 0.796, 1.173], [-1.865, 2.581, 2.703], [-1.983, 2.221, 4.503], [0.682, 1.661, 4.321], [0.257, 3.516, 4.260], [1.757, 2.789, 2.445], [2.408, 0.672, 3.085], [1.996, -0.729, 1.928]],
  "forces_ev_per_a": [[-0.054, -0.361, 0.044], [-3.110, 0.316, -1.971], [3.683, 0.160, 2.510], [1.829, 1.654, 0.026], [0.160, -0.168, -1.272], [-0.086, -0.376, 1.158], [0.655, -0.829, 0.549], [-0.612, -0.920, -0.140], [0.460, -0.046, 0.114], [-1.990, -0.001, -0.642], [0.876, 0.865, -0.373], [0.663, 0.588, -0.330], [-2.465, -0.734, 1.389], [1.497, -0.105, 1.039], [-0.279, 0.108, 0.505], [0.276, -1.229, -0.832], [-0.015, -0.550, 1.082], [1.308, 0.392, -0.573], [1.739, 2.631, 0.474], [-2.572, -3.605, 0.134], [-0.394, 0.466, 1.022], [0.445, -1.641, 0.876], [-1.678, 0.367, -0.135], [0.611, -0.317, -1.333], [-0.815, 1.396, 0.081], [0.607, -0.079, 1.570], [-1.009, -1.148, 0.199], [-1.118, -0.854, -0.212], [-0.488, 1.689, -0.193], [0.959, -1.080, -0.047], [0.932, 1.382, -0.525], [-0.269, 1.728, -0.156], [-1.501, -0.497, 0.354], [-0.803, 0.746, -1.353], [1.571, 0.658, 0.202], [1.332, -0.414, 0.979], [0.629, -0.600, 1.059], [1.104, -0.715, -1.275], [-0.462, 1.478, -0.997], [0.207, -1.307, -1.089], [-0.526, -0.147, -0.633], [-0.761, -0.404, -1.518], [-0.538, 1.507, 0.229]],
  "mulliken_charge": [-0.467, 0.364, -0.553, -0.046, -0.852, -0.618, -0.658, 0.131, -1.116, -0.130, -0.439, -0.508, -0.439, 0.440, -0.133, -0.374, 0.186, -0.288, 0.008, -0.481, 0.155, 0.351, 0.209, 0.030, 0.315, 0.310, 0.295, 0.107, 0.508, 0.380, 0.279, 0.405, -0.391, 0.332, 0.438, 0.512, 0.297, 0.387, 0.278, 0.427, 0.517, 0.419, 0.412],
  "multiplicity": 1,
  "e_homo_ev": -11.79,
  "charge": 1,
  "smiles": "CC(=O)N(C)CCCC[C@H]1OCC[N@H+](F)[C@@]1(Br)CC(=O)I",
  "orbital_gap_ev": 7.76
}